ORCA calculation (the ωB97M-V functional and the def2-TZVPD basis) on a structure of composition C7H16S2.

Structure (XYZ):
```
25
Properties=species:S:1:pos:R:3:forces:R:3
C -2.087 0.473 -0.543 1.672 0.948 -1.968
S 1.622 1.516 0.716 0.018 0.373 0.326
H 3.063 -3.401 1.623 -0.364 0.149 0.064
C 0.948 -2.896 1.412 -1.190 0.269 0.442
H 0.296 -3.594 0.939 -0.809 -0.710 0.333
C 2.306 -3.044 0.912 1.477 -0.482 -1.742
H 2.541 0.711 0.218 0.544 -0.297 -0.136
H -1.744 3.676 0.318 -0.524 0.613 1.272
H -1.840 2.965 -1.213 -0.479 0.276 -1.272
H -1.777 -0.575 -0.360 -0.845 0.619 1.189
C 0.318 0.982 -0.300 -1.049 1.937 0.911
H 2.275 -3.804 0.076 0.325 0.866 0.784
H -0.530 -2.035 2.636 -1.066 0.026 -0.015
C -1.079 1.572 0.095 0.319 -3.455 -3.261
H -3.132 0.765 -0.506 -0.107 -0.449 0.481
H -0.992 1.336 1.077 -0.660 0.161 3.513
C 0.442 -1.983 2.228 2.117 1.320 0.211
H -0.934 1.622 -4.169 0.729 1.850 -0.166
S 0.547 -0.214 -1.390 0.661 -1.356 -1.405
H -0.641 2.373 -4.240 -0.729 -1.848 0.178
H 2.665 -2.101 0.482 0.161 -0.133 0.068
H -0.227 3.347 -0.574 -1.110 0.292 0.138
H 1.071 -1.097 2.552 -0.691 -1.264 -0.155
H -1.844 0.406 -1.662 -0.502 0.847 1.001
C -1.265 3.000 -0.328 2.101 -0.551 -0.790
```
Positions in Å, forces in eV/Å.

For the HOMO energy (alpha / beta), the calculation gives -6.263 / -9.137 eV. Its gap between HOMO and LUMO (alpha / beta) is 6.974 / 6.822 eV. As for the spin multiplicity: 3. The LUMO energy (alpha / beta) comes out at 0.7 / -2.3 eV.


ORCA calculation (the ωB97M-V functional and the def2-TZVPD basis) on a structure of composition C7H17BCl3O12S3Tl.

Structure (XYZ):
```
44
Properties=species:S:1:pos:R:3:forces:R:3
S -5.743 -7.536 15.713 -0.300 1.713 1.478
Cl -10.211 -8.617 8.111 0.918 -0.159 0.588
C -9.158 -8.232 9.500 -1.361 0.659 -0.156
Tl -3.057 -9.441 12.766 0.540 -0.163 -0.048
C -5.501 -5.525 9.630 -1.032 0.253 -1.203
H -6.082 -4.911 8.942 0.434 0.476 -0.213
O -4.336 -11.309 10.668 -2.187 -1.322 0.406
B -5.436 -8.283 11.539 -0.993 0.443 -2.649
H -5.600 -5.200 11.867 0.390 -0.569 -0.063
H -8.713 -8.668 14.399 0.091 -0.409 0.288
Cl -9.302 -6.464 9.762 0.291 -0.305 0.199
O -3.881 -4.514 10.945 3.612 -0.603 -0.580
H -7.163 -8.911 13.539 0.178 -0.893 -0.850
O -4.252 -5.857 8.954 1.215 0.704 2.475
H -4.780 -8.657 10.769 1.657 -2.877 -3.478
S -5.576 -12.089 10.492 0.037 -0.879 -0.107
C -7.476 -6.883 13.995 0.722 -1.301 -0.206
C -5.891 -13.804 12.382 -0.256 -0.755 1.060
O -5.547 -7.245 17.121 -0.471 -0.913 -3.395
H -5.071 -13.703 13.092 0.017 0.260 0.137
H -6.217 -14.844 12.401 -0.292 0.097 0.420
O -6.175 -12.032 9.155 0.978 -0.435 3.479
O -4.605 -7.736 14.808 -1.994 -0.511 1.052
O -1.821 -5.063 9.406 -3.477 -0.950 1.784
C -7.659 -8.392 14.359 -0.158 1.617 -0.700
C -7.030 -12.796 12.579 0.012 -1.659 -1.303
O -2.817 -6.808 10.813 -0.792 -0.126 0.220
O -6.659 -11.694 11.728 0.967 0.929 -0.760
H -7.947 -13.221 12.169 -0.076 0.023 -0.216
H -6.870 -6.823 13.091 0.019 0.008 -0.488
S -3.033 -5.588 10.044 0.426 1.520 -2.039
O -5.403 -13.676 11.084 0.288 2.993 -2.748
H -6.386 -7.947 11.153 -2.905 1.903 -2.016
H -8.375 -6.318 13.747 -0.182 0.155 0.785
H -5.740 -3.768 10.958 0.183 0.075 -0.440
C -5.238 -4.735 10.951 -1.873 -0.504 -0.654
O -6.662 -6.349 14.992 0.869 -0.281 1.542
H -4.974 -7.469 12.076 0.869 3.932 4.189
O -6.960 -8.670 15.533 1.420 0.912 0.164
Cl -9.840 -9.079 10.934 0.711 0.244 -0.519
H -8.097 -8.429 9.352 -0.404 -0.485 -0.080
H -7.275 -12.612 13.625 0.643 0.935 -0.102
H -6.134 -6.412 9.603 0.433 -0.357 0.856
H -5.544 -9.064 12.276 0.834 -3.396 3.892
```
Positions in Å, forces in eV/Å.

The net charge is +2. For the HOMO energy, the calculation gives -16.450 eV. Its gap between HOMO and LUMO is 2.499 eV. As for the spin multiplicity: 1. The LUMO energy comes out at -14.0 eV.


ORCA calculation (the ωB97M-V functional and the def2-TZVPD basis) on a structure of composition C7H17ClF2N2O8PS2.

Structure (XYZ):
```
40
Properties=species:S:1:pos:R:3:forces:R:3
H 2.682 0.627 -1.203 0.082 0.281 0.332
C -4.559 1.501 -0.151 0.311 -1.036 -1.391
S 5.374 -3.134 -0.532 0.230 1.766 2.019
F 6.770 -2.382 -0.342 0.075 -0.316 -0.541
H -4.827 -0.719 -1.756 -0.229 -0.354 0.199
C 0.530 2.396 0.928 -0.522 0.297 -0.069
N 5.731 -3.974 -1.818 -0.435 -0.262 0.134
Cl -2.467 -0.362 0.042 -0.770 -0.027 0.017
C 1.262 2.010 -0.380 0.452 0.239 0.230
O -3.421 1.564 2.625 0.373 1.281 -1.818
O 5.269 -3.861 0.706 -0.119 -0.056 -0.879
O 4.469 -2.027 -0.711 0.200 -0.723 -0.377
C -4.224 -0.001 0.186 -1.463 0.695 0.214
N -0.900 2.559 0.589 1.572 -0.965 -0.456
H -6.171 -0.620 -0.547 0.331 -0.048 -0.133
H -4.546 -0.147 1.227 0.602 -0.238 -0.259
O -1.551 3.203 1.687 -2.537 -0.502 -0.902
H 1.635 2.948 -0.831 -0.116 -0.360 0.061
O 3.284 -4.331 -2.524 0.781 0.217 0.325
O -3.968 4.028 2.020 0.736 -2.200 -0.676
P -3.197 2.824 1.583 0.514 2.727 1.241
O 4.997 -5.921 -3.224 0.455 1.013 0.400
H 0.562 1.590 -1.124 0.036 -0.027 0.534
S 4.567 -4.931 -2.270 -1.246 -1.703 -1.216
C 2.460 1.033 -0.202 -0.557 -0.354 -0.321
H -4.784 1.511 -1.232 0.178 0.270 0.369
C -5.117 -0.893 -0.711 0.842 0.304 0.631
C 2.178 -0.191 0.728 0.095 0.590 -0.199
H 2.842 -0.105 1.602 -0.234 -0.483 -0.266
H 0.588 1.644 1.726 0.142 0.145 -0.341
O -3.456 2.395 0.011 -0.088 -0.040 2.514
H 0.903 3.356 1.331 0.110 -0.387 -0.074
H 2.357 -1.109 0.160 0.218 0.121 0.474
H -4.968 -1.934 -0.395 -0.118 0.206 -0.431
H -2.716 0.930 2.435 0.141 -0.407 0.116
H 1.143 -0.231 1.103 0.269 0.122 -0.220
H 3.365 1.574 0.113 -0.357 -0.144 0.055
H -5.478 1.832 0.357 0.420 -0.091 0.190
F 4.296 -5.821 -0.976 0.053 0.093 0.113
H -0.913 3.169 -0.230 -0.430 0.354 0.404
```
Positions in Å, forces in eV/Å.

The net charge is -1. For the HOMO energy, the calculation gives -6.746 eV. Its gap between HOMO and LUMO is 8.848 eV. As for the spin multiplicity: 1. The LUMO energy comes out at 2.1 eV.


ORCA calculation (the ωB97M-V functional and the def2-TZVPD basis) on a structure of composition C7H17ClI2N2OPRuS.

Structure (XYZ):
```
33
Properties=species:S:1:pos:R:3:forces:R:3
C 0.908 -1.578 -3.258 0.015 -0.371 0.991
H -1.695 -0.035 -4.206 0.760 0.001 0.625
Cl 3.494 0.000 -1.267 -1.590 -0.119 0.589
N 0.589 1.153 4.098 0.234 -0.965 -0.433
H 0.441 0.386 5.993 0.319 0.194 0.452
H -2.071 -0.878 -2.657 0.365 0.137 -0.392
H 0.874 -1.610 -4.354 -0.143 0.189 0.240
H 0.862 1.691 -4.265 -0.133 -0.252 0.067
C 0.474 1.367 5.541 0.269 -0.055 0.563
H -2.056 0.857 -2.680 0.366 -0.162 -0.374
H -1.022 -1.177 5.976 0.329 -0.465 -0.292
C -1.534 -0.021 -3.106 -0.578 0.025 1.671
H -1.467 -2.089 4.483 0.267 0.205 0.749
Ru 1.261 -0.086 -0.406 4.311 -0.089 0.667
H 1.915 -1.801 -2.889 -0.031 0.304 -0.337
O -1.550 -0.093 0.402 1.544 -0.018 -1.438
H 0.655 2.018 3.577 0.667 -0.433 -0.522
H 1.905 1.777 -2.795 0.038 -0.225 -0.325
S 1.723 -0.409 2.122 0.548 0.407 -0.880
I -2.773 -1.321 2.539 -1.411 0.149 -0.908
C -1.003 -1.179 4.874 -0.362 1.451 1.565
C 0.901 1.580 -3.180 -0.141 -0.008 1.118
H -0.402 1.925 5.891 0.004 -0.006 -0.558
H 0.680 -1.980 3.902 0.104 -0.518 0.284
C -0.456 -0.116 0.031 -4.416 0.111 1.486
H 0.282 -2.382 -2.817 0.071 0.329 -0.515
C 0.814 -0.075 3.584 -1.251 1.599 0.660
H -1.620 -0.226 4.622 1.776 -2.345 0.935
P 0.243 -0.025 -2.532 -0.027 0.315 -3.399
I -2.361 1.182 3.062 -1.658 0.838 -0.815
N 0.347 -1.117 4.297 -0.048 0.130 -1.248
H 1.376 1.918 5.834 -0.242 -0.171 0.203
H 0.265 2.342 -2.692 0.043 -0.182 -0.433
```
Positions in Å, forces in eV/Å.

The net charge is +3. For the HOMO energy (alpha / beta), the calculation gives -19.413 / -19.137 eV. Its gap between HOMO and LUMO (alpha / beta) is 7.120 / 4.704 eV. The calculation puts the energy above the lowest of the compared OMol25 structures with the same formula, charge and spin at 250.7 kJ/mol. As for the spin multiplicity: 5. The LUMO energy (alpha / beta) comes out at -12.3 / -14.4 eV.


ORCA calculation (the ωB97M-V functional and the def2-TZVPD basis) on the molecule C7H17ClO2Si.

Structure (XYZ):
```
28
Properties=species:S:1:pos:R:3:forces:R:3
H 1.690 0.552 -1.243 0.079 0.191 -0.518
Si 0.154 0.471 0.647 1.182 -0.901 0.447
H 2.246 3.163 1.731 0.320 0.633 0.173
H -1.425 -1.685 -0.732 -0.084 0.178 0.637
H -0.599 -1.647 1.868 0.316 0.438 0.076
C 1.140 -0.270 -0.794 -1.106 1.064 -0.244
H 1.142 -1.465 1.769 0.625 -0.441 -0.142
H -0.099 0.826 -3.065 0.279 0.333 -0.163
C -0.600 -2.091 -1.295 -0.077 -0.030 -0.382
C 0.255 -0.966 -1.860 1.058 -0.220 -1.180
C -0.652 0.014 -2.629 -0.961 -0.823 0.232
H -2.299 0.327 1.964 -0.207 -0.418 0.632
H 0.975 -1.395 -2.607 -0.595 0.044 0.565
H -1.292 -0.449 -3.414 0.807 -0.057 0.295
C -2.291 1.105 1.221 0.034 0.404 0.505
H 0.305 -0.499 2.926 -0.253 -0.077 0.369
H 2.442 1.508 2.330 0.291 0.120 -0.353
C 2.116 2.130 1.480 0.976 -0.679 -0.567
C 0.235 -0.926 1.930 -0.759 1.085 0.252
H -1.084 -2.682 -2.071 0.339 -0.049 -0.191
H -1.959 2.036 1.729 -0.490 -0.309 -0.471
Cl 0.322 -3.232 -0.264 -0.122 -0.188 -0.309
H 1.905 -0.943 -0.442 0.100 -0.348 0.349
H 2.655 1.905 0.532 0.429 0.120 0.865
O 0.783 1.930 1.219 -2.522 -1.298 -0.573
H -3.283 1.158 0.790 -0.162 0.406 0.057
H -1.383 0.395 -1.924 0.031 0.455 0.032
O -1.401 0.728 0.204 0.473 0.365 -0.394
```
Positions in Å, forces in eV/Å.

For the HOMO energy, the calculation gives -9.632 eV. Its gap between HOMO and LUMO is 10.488 eV. Its structure (SMILES) is CO[Si](C)(C[C@H](C)CCl)OC. As for the spin multiplicity: 1. The LUMO energy comes out at 0.9 eV.


ORCA calculation (the ωB97M-V functional and the def2-TZVPD basis) on the molecule C7H17ClOSi.

Structure (XYZ):
```
27
Properties=species:S:1:pos:R:3:forces:R:3
H -1.162 -0.527 2.069 0.337 -0.292 1.918
C -1.378 -0.547 1.045 -0.986 0.835 -1.286
C 2.577 0.141 -1.033 -2.323 -2.998 -1.817
H -2.979 0.606 -0.068 0.325 -0.164 -0.666
H 2.947 -1.669 0.790 2.014 -1.052 -0.435
Cl 0.773 1.828 1.549 1.566 2.891 3.134
C -2.769 0.190 0.905 1.540 1.130 0.311
C 1.431 -0.547 -0.210 1.446 -0.359 -0.160
H -0.623 -2.617 0.513 0.649 0.411 0.388
H 2.197 0.553 -1.987 0.091 0.468 0.704
H -0.230 2.304 -2.911 -0.524 -0.303 0.646
H 1.361 -1.878 1.323 -1.930 -2.486 1.523
H -1.715 -1.912 -0.517 -0.777 0.065 -1.622
O -0.658 1.449 -1.056 -0.604 0.014 -1.152
C -1.484 -1.951 0.504 -0.214 -1.596 1.196
H 3.101 -0.771 -1.421 0.637 1.022 0.658
H -3.624 -0.414 1.128 -0.378 -0.542 0.718
H -2.247 -2.610 1.025 0.429 1.172 -0.498
C -0.409 2.586 -1.843 1.456 0.184 -1.569
H -1.236 3.242 -1.851 -1.516 0.481 0.020
H 0.950 -1.392 -0.724 0.202 0.535 -0.440
H 2.213 -0.498 1.813 0.491 1.021 1.344
H 3.095 0.815 -0.415 1.040 0.781 0.442
Si 0.048 0.547 0.357 -2.306 -3.064 -2.125
H -2.683 1.096 1.540 -0.531 -0.553 -0.009
C 2.066 -1.205 1.060 -0.882 2.330 -2.078
H 0.440 3.180 -1.582 0.746 0.071 0.856
```
Positions in Å, forces in eV/Å.

For the HOMO energy (alpha / beta), the calculation gives -2.692 / -9.703 eV. Its gap between HOMO and LUMO (alpha / beta) is 3.563 / 5.605 eV. As for the spin multiplicity: 3. The LUMO energy (alpha / beta) comes out at 0.9 / -4.1 eV.


Number 1: calculated total energy -1072.46609 hartree, strongest force on any atom 4.8 eV/A. Number 2: calculated total energy -3951.14349 hartree, strongest force on any atom 5.8 eV/A. Number 3: calculated total energy -2786.13592 hartree, strongest force on any atom 3.0 eV/A. Number 4: calculated total energy -2350.45727 hartree, strongest force on any atom 4.7 eV/A. Number 5: calculated total energy -1177.15406 hartree, strongest force on any atom 2.9 eV/A. Number 6: calculated total energy -1101.62436 hartree, strongest force on any atom 4.5 eV/A.